{"formula": "C6H7I2NS2", "method": "ωB97M-V with the def2-TZVPD basis set", "symbols": ["C", "C", "C", "C", "C", "C", "N", "S", "S", "I", "I", "H", "H", "H", "H", "H", "H", "H"], "positions_angstrom": [[2.9236, 0.2356, -0.1307], [-0.4076, -0.4193, -0.7637], [0.5113, 0.7296, -0.8179], [1.0204, 1.1797, 0.5632], [-1.3701, -0.1410, 0.4041], [-2.1575, -1.3978, 0.7637], [2.3364, 0.7410, 0.8854], [2.0981, 0.3758, -1.6882], [-0.3022, 0.6317, 1.6756], [4.9101, -0.4167, -0.1442], [-2.9344, 1.2290, -0.3584], [-1.0366, -0.4802, -1.6142], [-0.0498, -1.3225, -0.4114], [0.1974, 1.5789, -1.3354], [0.9849, 2.2516, 0.5001], [-2.7106, -1.0616, 1.6930], [-1.3038, -2.0325, 0.8608], [-2.7096, -1.6813, -0.0816]], "forces_ev_per_angstrom": [[-0.581, 1.258, 0.593], [-2.183, 1.903, 1.106], [2.989, -0.864, -0.331], [-1.411, 0.096, -0.692], [-0.110, 1.347, -0.912], [1.413, 2.667, 2.104], [1.081, -1.450, -0.376], [0.088, -0.628, -0.039], [-0.656, -0.642, 0.583], [-0.340, 0.045, 0.113], [0.095, 0.397, 0.131], [-0.130, -0.571, -1.150], [1.769, -1.951, -0.196], [-1.381, 1.095, -0.745], [0.341, 0.675, 0.555], [0.282, -1.501, -1.046], [-0.072, -1.460, 1.067], [-1.193, -0.417, -0.766]], "nbo_charge": [-0.059, -0.511, -0.330, -0.205, -0.141, -0.662, -0.463, 0.249, 0.271, 0.220, 0.011, 0.241, 0.225, 0.248, 0.226, 0.239, 0.213, 0.228], "de_lowest_ev": 0.0000, "total_charge": 0, "largest_force_ev_per_a": 3.68, "homo_lumo_gap_ha": 0.33983, "homo_energy_ev": -9.0705, "e_tot_ha": -1679.3108, "e_lumo_ev": 0.18, "smiles": "C[C@]1(I)C[C@@H]2SC(I)=N[C@@H]2S1"}

---

{"formula": "C31H52BrN3OP2Pb", "method": "ωB97M-V with the def2-TZVPD basis set", "symbols": ["N", "C", "C", "C", "C", "C", "C", "Pb", "P", "C", "C", "C", "C", "C", "C", "C", "Br", "H", "H", "H", "H", "H", "H", "H", "H", "H", "H", "P", "C", "C", "H", "H", "H", "H", "H", "C", "C", "H", "H", "H", "H", "H", "C", "C", "H", "H", "H", "H", "H", "C", "C", "H", "H", "H", "H", "H", "C", "C", "H", "H", "H", "H", "H", "C", "C", "H", "H", "H", "H", "H", "C", "N", "C", "C", "C", "N", "C", "C", "O", "H", "H", "H", "H", "H", "H", "H", "H", "H", "H", "H", "H"], "positions_angstrom": [[-4.4710, -1.4224, 2.6482], [-4.0356, -0.3258, 3.2834], [-4.2853, 0.9763, 2.8341], [-5.0013, 1.1488, 1.6242], [-5.5239, -0.0135, 1.0023], [-5.2320, -1.2609, 1.5525], [-4.9466, 2.3836, 0.8625], [0.0174, 1.0454, -1.1222], [3.1569, 0.0930, -1.8272], [-4.8314, 2.3338, -0.5153], [-3.6528, 2.8289, -1.2060], [-3.3773, 2.2974, -2.4874], [-2.0858, 2.3099, -2.9904], [-1.1282, 2.9241, -2.1852], [-1.4003, 3.7367, -1.0917], [-2.7042, 3.6908, -0.5976], [1.0358, 2.8436, -2.9089], [-4.8117, 3.3160, 1.4103], [-5.4929, 1.7101, -1.1325], [-3.8482, 1.8257, 3.3633], [-6.0779, 0.0356, 0.0635], [-3.4940, -0.4780, 4.2243], [-5.6463, -2.1671, 1.1049], [-4.1853, 1.8270, -3.0489], [-3.0049, 4.2985, 0.2556], [-1.8153, 1.7895, -3.9128], [-0.6013, 4.3067, -0.6118], [-0.5508, -2.3326, -0.8502], [3.6770, 1.7904, -1.2642], [4.4165, 2.7412, -2.2044], [4.2913, 1.6242, -0.3640], [2.7623, 2.3034, -0.9148], [4.6672, 3.6490, -1.6361], [5.3636, 2.3333, -2.5745], [3.8018, 3.0670, -3.0519], [2.7493, 0.0253, -3.6294], [3.8325, 0.3911, -4.6414], [1.8860, 0.6911, -3.7836], [2.3937, -1.0044, -3.8124], [3.3406, 0.5488, -5.6087], [4.3577, 1.3228, -4.3895], [4.5650, -0.4096, -4.7716], [4.6076, -1.0094, -1.7003], [5.9475, -0.3006, -1.8362], [4.5045, -1.7987, -2.4608], [4.5184, -1.4945, -0.7115], [6.7548, -1.0333, -1.7442], [6.0583, 0.1820, -2.8138], [6.0878, 0.4536, -1.0536], [0.4262, -3.7671, -0.2070], [1.9244, -3.6252, -0.4728], [0.0221, -4.6813, -0.6696], [0.2384, -3.8346, 0.8744], [2.4608, -4.4666, -0.0151], [2.1569, -3.6318, -1.5438], [2.3165, -2.6950, -0.0350], [-0.4342, -2.6920, -2.6591], [-1.4071, -1.8812, -3.5110], [-0.6056, -3.7744, -2.7830], [0.6074, -2.4858, -2.9553], [-1.3632, -2.2399, -4.5464], [-2.4446, -1.9855, -3.1691], [-1.1484, -0.8105, -3.5209], [-2.2767, -2.9196, -0.5349], [-2.5622, -3.4043, 0.8849], [-2.5102, -3.7033, -1.2745], [-2.9121, -2.0492, -0.7648], [-3.5652, -3.8447, 0.9220], [-1.8504, -4.1642, 1.2270], [-2.5748, -2.5726, 1.6005], [0.2217, -1.8461, 2.7700], [0.4187, -0.6133, 3.4848], [0.3142, -0.6436, 4.9257], [1.1343, 0.4662, 5.5252], [0.7912, 1.7846, 4.8941], [0.7683, 1.6875, 3.4489], [0.8258, 2.9421, 2.7344], [0.5315, 0.5369, 2.7599], [0.4115, 0.5263, 1.4986], [0.1457, -2.6546, 3.4989], [1.0702, -2.0396, 2.1023], [-0.6881, -1.8262, 2.1614], [-0.7369, -0.5428, 5.2418], [0.6808, -1.6234, 5.2504], [2.1954, 0.2542, 5.3810], [0.9337, 0.5188, 6.5972], [1.5326, 2.5414, 5.1629], [-0.1896, 2.1271, 5.2654], [-0.1101, 3.5156, 2.8445], [1.6433, 3.5451, 3.1594], [1.0192, 2.7786, 1.6728]], "forces_ev_per_angstrom": [[-0.128, 0.494, 0.239], [-0.501, -0.068, -0.281], [-0.202, 0.185, -0.706], [-0.769, -1.468, 0.059], [0.505, -0.296, 0.529], [-0.110, 0.557, 0.219], [0.140, 0.323, -0.959], [1.099, -3.591, 2.719], [-1.397, 0.125, -0.023], [-0.422, 0.420, 0.503], [-0.615, 1.084, -0.104], [0.069, -0.118, 0.276], [0.428, -0.106, -0.169], [1.154, 1.243, -1.814], [-0.016, 0.221, 0.304], [0.386, -0.293, -0.397], [-2.783, 1.453, 0.038], [1.028, -0.210, -0.035], [0.786, -0.513, 0.581], [-0.247, -0.192, -0.150], [0.069, 0.027, 0.413], [-0.096, -0.022, -0.439], [0.242, 0.202, 0.091], [0.318, -0.059, 0.158], [0.308, -0.284, -0.083], [-0.169, 0.356, 0.222], [-0.398, -0.010, -0.155], [-0.117, -0.240, -0.371], [0.175, 0.000, -0.139], [0.285, 0.449, 0.271], [-0.258, -0.070, -0.203], [0.456, -0.300, 0.055], [-0.035, -0.160, -0.209], [-0.332, 0.049, 0.002], [0.178, -0.174, 0.052], [0.085, 0.395, 0.034], [-0.020, 0.185, -0.382], [0.293, -0.526, -0.054], [0.084, 0.325, 0.171], [0.266, -0.072, 0.043], [-0.166, -0.386, -0.075], [-0.034, 0.138, 0.085], [-0.049, -0.250, 0.574], [0.386, -0.025, -0.090], [-0.115, 0.227, 0.233], [0.221, 0.058, -0.410], [-0.059, 0.140, 0.035], [-0.037, -0.092, 0.213], [0.030, -0.164, -0.179], [0.041, 0.287, 0.170], [0.179, -0.131, 0.188], [0.061, 0.230, 0.121], [0.103, -0.029, -0.331], [-0.058, 0.217, -0.148], [-0.049, 0.034, 0.168], [-0.094, -0.205, -0.143], [0.233, -0.084, 0.180], [0.011, -0.200, -0.199], [0.025, 0.329, -0.087], [-0.314, -0.118, -0.033], [-0.071, 0.228, 0.155], [0.230, 0.049, -0.064], [-0.042, -0.104, 0.023], [-0.080, 0.282, -0.201], [-0.199, 0.099, 0.145], [0.099, 0.178, 0.204], [-0.066, -0.335, 0.041], [0.211, 0.020, 0.037], [-0.202, 0.141, -0.107], [0.088, -0.305, -0.182], [0.004, -0.370, -0.501], [0.047, 0.657, -0.841], [-0.179, -0.029, 0.308], [0.365, -0.187, 0.448], [-0.344, 0.228, 0.267], [-0.039, -0.145, -0.845], [0.081, 0.481, 0.099], [-0.259, -0.111, 0.128], [0.128, 0.056, 0.348], [-0.003, 0.053, -0.169], [-0.153, -0.019, 0.109], [0.116, 0.002, 0.122], [0.147, -0.134, -0.077], [-0.125, 0.262, 0.100], [0.004, -0.021, 0.044], [0.155, 0.008, -0.055], [-0.107, -0.040, 0.038], [0.194, 0.045, -0.135], [0.200, -0.135, -0.028], [-0.269, -0.121, -0.223], [0.014, -0.033, 0.234]], "lowdin_charge": [0.061, -0.125, 0.001, -0.203, -0.007, -0.125, 0.014, 1.250, 0.898, -0.023, -0.181, 0.006, -0.123, -0.608, -0.128, 0.015, 0.703, 0.129, 0.123, 0.115, 0.115, 0.111, 0.118, 0.141, 0.136, 0.130, 0.130, 0.893, -0.464, -0.162, 0.086, -0.013, 0.088, 0.068, 0.030, -0.462, -0.131, -0.037, 0.073, 0.083, 0.056, 0.080, -0.405, -0.141, 0.090, 0.074, 0.087, 0.065, 0.072, -0.410, -0.157, 0.100, 0.055, 0.085, 0.064, 0.048, -0.435, -0.153, 0.095, 0.057, 0.087, 0.068, 0.033, -0.410, -0.157, 0.093, 0.063, 0.079, 0.069, 0.035, -0.035, -0.079, -0.150, -0.148, -0.155, -0.083, -0.035, -0.438, -0.201, 0.105, 0.089, 0.060, 0.132, 0.132, 0.131, 0.131, 0.131, 0.138, 0.100, 0.103, 0.061], "total_charge": 2, "largest_force_ev_per_a": 4.64, "homo_lumo_gap_ha": 0.21873, "homo_energy_ev": -13.0991, "e_tot_ha": -4900.8864, "e_lumo_ev": -7.15}

---

{"formula": "C20H34N6O2", "method": "ωB97M-V with the def2-TZVPD basis set", "symbols": ["C", "C", "C", "C", "C", "C", "O", "N", "C", "C", "C", "C", "C", "N", "C", "O", "C", "C", "N", "C", "C", "N", "C", "C", "N", "N", "C", "C", "H", "H", "H", "H", "H", "H", "H", "H", "H", "H", "H", "H", "H", "H", "H", "H", "H", "H", "H", "H", "H", "H", "H", "H", "H", "H", "H", "H", "H", "H", "H", "H", "H", "H"], "positions_angstrom": [[-3.4259, 5.3364, 4.3853], [-3.3034, 3.8498, 4.2243], [-4.3651, 3.0541, 4.1319], [-4.2933, 1.5654, 3.9317], [-2.9071, 1.1431, 3.4487], [-2.7474, -0.3642, 3.5170], [-2.8838, -0.9255, 4.5939], [-2.4234, -1.0567, 2.3841], [-2.1313, -2.4746, 2.4966], [-2.3556, -0.5189, 1.0339], [-0.9369, -0.1717, 0.5691], [-0.5005, 1.2612, 0.8832], [-1.2084, 2.2940, 0.0214], [0.9388, 1.4000, 0.7044], [1.8003, 1.0315, 1.6948], [1.4206, 0.5562, 2.7463], [3.2364, 1.2301, 1.3671], [3.8718, 1.1831, 0.1504], [5.1674, 1.3950, 0.4463], [6.3316, 1.4167, -0.4221], [6.5452, 0.0889, -1.1315], [5.5327, -0.1829, -2.1414], [5.4631, -1.6044, -2.4397], [5.7694, 0.5777, -3.3570], [5.3263, 1.5679, 1.7680], [4.1696, 1.4649, 2.3270], [-1.8449, 1.7925, 4.3424], [-1.8979, 3.3053, 4.1833], [-2.8947, 5.8579, 3.5838], [-4.4668, 5.6582, 4.3720], [-2.9746, 5.6638, 5.3256], [-5.3568, 3.4928, 4.1960], [-4.5188, 1.0341, 4.8606], [-5.0549, 1.2575, 3.2082], [-2.7731, 1.5277, 2.4366], [-2.1649, -2.7563, 3.5432], [-2.8671, -3.0604, 1.9388], [-1.1381, -2.6924, 2.0976], [-2.7633, -1.2906, 0.3760], [-3.0263, 0.3326, 0.9366], [-0.2346, -0.8583, 1.0442], [-0.8583, -0.3217, -0.5129], [-0.6970, 1.4624, 1.9370], [-2.2902, 2.2298, 0.1375], [-0.9053, 3.3051, 0.2969], [-0.9797, 2.1361, -1.0364], [1.2877, 1.9424, -0.0670], [3.5480, 0.9713, -0.8527], [6.2355, 2.2401, -1.1302], [7.1747, 1.6320, 0.2313], [7.5589, 0.0828, -1.5660], [6.5103, -0.7033, -0.3817], [4.6777, -1.7863, -3.1732], [6.4090, -1.9950, -2.8479], [5.2218, -2.1614, -1.5346], [4.9712, 0.3821, -4.0726], [5.7749, 1.6479, -3.1509], [6.7297, 0.3153, -3.8300], [-2.0564, 1.5078, 5.3750], [-0.8481, 1.4108, 4.1080], [-1.4262, 3.6085, 3.2382], [-1.3075, 3.7855, 4.9694]], "forces_ev_per_angstrom": [[0.003, 0.004, 0.000], [0.001, 0.008, 0.007], [-0.013, -0.018, 0.011], [0.000, 0.013, -0.022], [0.000, 0.013, -0.006], [-0.060, -0.012, 0.036], [0.016, -0.002, -0.027], [0.048, 0.069, 0.021], [-0.005, 0.010, -0.008], [0.013, -0.105, -0.015], [-0.050, 0.066, -0.069], [0.039, -0.019, 0.055], [-0.001, 0.000, 0.003], [0.001, -0.003, -0.003], [-0.026, -0.009, 0.003], [0.005, 0.003, -0.005], [0.035, 0.012, 0.001], [0.009, 0.005, -0.002], [0.002, 0.001, 0.018], [-0.001, -0.006, 0.001], [0.005, 0.006, -0.013], [0.003, -0.006, 0.002], [-0.001, 0.002, 0.003], [0.001, 0.001, 0.003], [-0.020, -0.001, -0.002], [0.012, -0.010, -0.005], [0.013, -0.016, -0.006], [0.001, 0.012, 0.011], [0.000, 0.000, -0.002], [-0.001, 0.000, 0.001], [-0.003, -0.002, -0.002], [0.004, 0.006, -0.001], [0.001, 0.004, 0.005], [-0.002, -0.003, 0.000], [-0.004, -0.016, 0.019], [-0.001, -0.003, 0.004], [-0.002, -0.009, 0.012], [-0.005, 0.003, -0.005], [-0.002, 0.001, -0.002], [0.004, -0.006, -0.005], [0.003, -0.003, -0.003], [0.002, -0.006, 0.001], [0.004, -0.001, -0.002], [0.002, 0.003, -0.004], [-0.001, 0.000, 0.002], [-0.002, 0.001, 0.000], [0.001, 0.003, -0.001], [-0.007, 0.000, -0.002], [-0.010, -0.005, -0.003], [0.000, 0.011, 0.000], [-0.002, -0.006, 0.005], [-0.001, -0.001, 0.002], [-0.001, -0.001, 0.001], [-0.001, 0.001, 0.000], [-0.001, 0.000, -0.001], [-0.001, 0.000, 0.000], [0.001, 0.002, -0.001], [-0.001, 0.001, 0.001], [-0.008, 0.006, 0.003], [0.002, 0.009, -0.007], [0.000, -0.001, 0.000], [0.005, -0.006, -0.004]], "nbo_charge": [-0.631, 0.026, -0.207, -0.418, -0.302, 0.700, -0.644, -0.441, -0.416, -0.210, -0.421, -0.050, -0.622, -0.619, 0.639, -0.596, -0.004, -0.081, -0.171, -0.223, -0.230, -0.447, -0.411, -0.419, -0.058, -0.209, -0.389, -0.442, 0.209, 0.213, 0.212, 0.198, 0.234, 0.205, 0.196, 0.253, 0.186, 0.192, 0.203, 0.205, 0.230, 0.199, 0.221, 0.218, 0.220, 0.202, 0.395, 0.246, 0.205, 0.242, 0.179, 0.214, 0.203, 0.167, 0.206, 0.206, 0.196, 0.169, 0.222, 0.232, 0.199, 0.218], "de_lowest_ev": 1.1029, "total_charge": 0, "largest_force_ev_per_a": 0.11, "homo_lumo_gap_ha": 0.33309, "homo_energy_ev": -8.6810, "e_tot_ha": -1261.5036, "e_lumo_ev": 0.38, "smiles": "CC1=CC[C@H](C(=O)N(C)CC[C@H](C)NC(=O)c2cn(CCN(C)C)nn2)CC1"}